15
Properties=species:S:1:pos:R:3:forces:R:3:nbo_charge:R:1 method="wB97M-V/def2-TZVPD" homo_lumo_gap_ev=10.90 smiles=C#C[C@@H](N)C(C)(F)F de_lowest_ev=0.8733 total_energy_ha=-449.1432 homo_ev=-10.05 lumo_ha=0.03105
F 0.624623 -1.792911 -0.510446 -0.04 -0.15 0.31 -0.357
F 0.514586 -0.790925 1.463074 -0.13 -0.17 0.28 -0.342
N -0.641905 1.563623 0.072065 0.74 -0.42 -1.29 -0.788
C 1.999482 0.009960 -0.122938 1.57 0.27 -0.84 -0.690
C -0.575067 0.167621 -0.402966 -0.17 1.00 -0.12 -0.185
C 0.650941 -0.562818 0.130759 -0.49 -1.36 -0.34 0.683
C -2.925398 -0.917880 0.182717 0.56 0.24 -0.27 -0.195
C -1.857398 -0.489005 -0.161478 -0.30 -0.31 0.91 -0.018
H 2.300255 0.729579 0.649193 -0.12 -0.24 -0.21 0.233
H 2.775251 -0.810051 -0.205580 -1.04 0.81 0.44 0.254
H -0.861641 1.548000 1.037916 -0.24 0.09 1.10 0.363
H 2.032178 0.506259 -1.108722 -0.12 -0.06 0.38 0.225
H -0.462111 0.173469 -1.477841 0.29 0.19 -0.46 0.228
H -3.877184 -1.272605 0.483823 -0.13 -0.13 -0.03 0.236
H 0.303394 1.937679 -0.029574 -0.39 0.23 0.12 0.352